No. 1
ORCA calculation (ωB97M-V/def2-TZVPD) on the molecule C5H8O3.

The geometry in XYZ format:
```
16
Properties=species:S:1:pos:R:3:forces:R:3
C 2.42935 0.14008 -0.35972 -0.04 0.03 0.45
C 0.88181 0.07089 0.19418 0.12 -0.03 -0.59
C -0.56705 -0.00628 0.51132 -0.02 -0.01 -0.10
C -1.12600 -1.35353 0.04895 0.09 0.13 0.08
C -1.29578 1.18806 -0.10823 0.11 -0.11 0.09
O 1.86233 -0.88144 0.54372 0.09 0.04 -0.12
O 1.72481 1.17999 0.41713 0.10 -0.04 -0.12
O 1.44635 0.01630 -1.30751 -0.41 0.00 0.48
H 3.49385 0.19924 -0.55347 -0.01 0.00 -0.04
H -0.61595 0.05808 1.60478 0.02 0.00 -0.04
H -2.17781 -1.42583 0.32242 0.00 -0.01 0.00
H -0.58450 -2.17903 0.50829 -0.02 -0.02 -0.01
H -1.03766 -1.44462 -1.03294 -0.01 -0.01 -0.03
H -0.87214 2.12808 0.24184 -0.02 0.02 -0.01
H -2.35007 1.15344 0.16305 -0.01 0.01 -0.01
H -1.21154 1.15655 -1.19383 -0.01 0.00 -0.03
```
Positions in Å, forces in eV/Å.

Orbital gap ... 11.1 eV
HOMO energy ... -10.0765 eV



No. 2
ORCA calculation (ωB97M-V/def2-TZVPD) on a structure of composition C5H8O3 at a distorted geometry.

The geometry in XYZ format:
```
16
Properties=species:S:1:pos:R:3:forces:R:3
C 0.05553 -0.75452 0.01728 -5.43 4.01 -0.84
C 0.76688 0.31904 0.27667 0.06 -1.02 1.00
C -2.49976 0.25159 0.79558 0.36 -0.09 -0.06
C -1.90383 -0.48710 -0.28885 5.10 0.71 0.40
C 2.28591 0.32108 0.44209 -0.49 1.46 2.22
O -2.77304 -1.14295 0.52774 -0.90 -0.74 -0.28
O -3.46617 1.15700 0.55203 -1.23 0.25 1.58
O -2.17730 -0.21261 -1.62575 3.04 -1.34 0.93
H 0.27348 -1.68894 -0.20478 1.39 -4.17 -1.09
H 0.13536 1.12055 0.61864 0.38 0.97 -0.26
H -2.03451 0.36765 1.76037 0.15 0.23 0.08
H 2.57596 0.00048 1.52652 -0.58 0.70 -1.75
H 2.70695 -0.43851 -0.19843 0.46 0.33 -0.45
H 2.62739 1.42260 0.32358 -0.02 -2.14 -0.18
H -3.47955 1.51799 -0.31641 0.34 0.25 -1.17
H -3.03335 0.08928 -1.77483 -2.62 0.59 -0.12
```
Positions in Å, forces in eV/Å.

Orbital gap ... 10.0 eV
HOMO energy ... -9.3990 eV



No. 3
ORCA calculation (ωB97M-V/def2-TZVPD) on a cluster of 2 separate species, C5H8O3S2 in total at a distorted geometry.

The geometry in XYZ format:
```
18
Properties=species:S:1:pos:R:3:forces:R:3
C 2.15924 0.94604 0.97931 -0.20 -0.70 0.09
C 0.39335 -1.68679 -0.87193 2.08 1.69 1.55
C 3.50847 0.13436 1.04078 -1.20 -0.61 0.30
C -1.92614 0.08775 -0.30228 2.11 3.14 -0.93
C -1.31826 -0.24767 -1.61105 1.48 0.24 -0.79
O 1.43718 1.44182 1.80721 1.38 -0.48 -0.46
O 0.76484 2.09066 -1.16750 1.20 -1.69 0.94
O -0.57496 -1.59134 -1.59488 -2.99 0.71 -1.56
S 1.52425 -2.57990 -0.34041 1.13 -1.68 0.57
S 1.70028 0.91681 -0.79544 -1.17 1.65 -1.20
H 4.32673 0.78087 0.80328 0.45 0.71 -0.12
H 3.73262 -0.34406 2.02103 -0.51 0.33 -0.68
H 3.50135 -0.62376 0.20252 -0.17 0.65 1.05
H -1.23943 0.59275 0.35955 0.44 0.28 0.16
H -2.71756 0.80391 -0.50373 -0.58 -0.55 0.31
H -2.06910 -0.82152 0.09458 -1.96 -3.05 1.96
H -0.57455 0.47575 -2.02784 -1.03 -0.59 0.19
H -2.13365 -0.51575 -2.22405 -0.47 -0.05 -1.38
```
Positions in Å, forces in eV/Å.

Orbital gap (spin up / spin down) ... 8.3 / 5.5 eV
HOMO energy (spin up / spin down) ... -8.7431 / -7.1406 eV



No. 4
ORCA calculation (ωB97M-V/def2-TZVPD) on a cluster of 2 separate species, C5H8O4 in total at a distorted geometry.

The geometry in XYZ format:
```
17
Properties=species:S:1:pos:R:3:forces:R:3
C -1.14758 -1.09514 2.48684 -1.95 3.22 -0.37
C -2.30346 -0.92042 1.60262 -2.85 -1.55 0.98
C -0.29642 0.25874 2.65314 -1.36 -4.33 -0.08
O 0.65358 -0.22621 3.24677 4.12 1.38 1.98
O -0.66850 1.35445 2.31509 -0.52 2.12 -0.57
H -1.35925 -1.27227 3.49138 -0.76 -0.70 1.73
H -0.56729 -1.83742 2.14093 2.54 -2.37 -1.15
H -3.11153 -0.41934 2.14265 -0.13 0.25 -0.14
H -2.78715 -1.82548 1.14912 0.61 0.42 0.23
H -1.95639 -0.28028 0.88333 0.27 1.56 -2.36
C 2.03722 -0.51980 -2.55847 -0.21 -0.22 4.09
C 0.92776 0.38850 -3.03691 -0.79 0.00 -3.65
O 1.22191 1.40971 -3.65793 1.24 2.40 -0.08
O -0.22415 -0.11187 -3.11793 0.15 -0.80 1.42
H 2.02900 -1.38110 -3.15949 -0.16 -1.30 -0.71
H 1.47578 -0.71907 -1.59886 1.10 -1.01 -0.41
H 3.10907 -0.34503 -2.22042 -1.29 0.92 -0.92
```
Positions in Å, forces in eV/Å.

Orbital gap ... 7.4 eV
Charge ... -2
HOMO energy ... -0.9030 eV



No. 5
ORCA calculation (ωB97M-V/def2-TZVPD) on a cluster of 2 separate species, C5H8O4 in total at a distorted geometry.

The geometry in XYZ format:
```
17
Properties=species:S:1:pos:R:3:forces:R:3
C -1.66791 -2.25970 -1.00557 0.38 -0.67 -1.26
C -0.21023 -2.16987 -1.60545 -0.92 0.06 0.06
O -0.06289 -2.83042 -2.66915 0.42 -0.03 0.04
O 0.57593 -1.41710 -1.01090 0.40 -0.35 -0.07
H -2.19128 -2.94741 -1.67857 -0.20 0.07 0.10
H -2.12399 -1.27631 -1.10670 -0.03 0.05 0.59
H -1.69880 -2.71039 -0.01723 0.07 0.50 0.35
C 1.03538 1.18188 0.76277 0.12 2.15 0.51
C 2.09060 1.77826 1.71820 0.55 -0.66 -0.36
C -0.39104 1.74876 1.13596 0.43 -0.88 0.09
O -0.63113 1.87825 2.36434 -0.14 0.09 0.04
O -1.11841 2.04238 0.16557 -0.21 0.23 0.07
H 1.21974 1.71434 -0.17470 0.09 -0.70 -0.37
H 1.18049 0.11488 0.64367 -0.57 -0.09 -0.10
H 3.07490 1.37313 1.42602 0.02 0.21 0.03
H 1.95766 1.50904 2.76283 -0.33 0.05 0.13
H 2.13985 2.86798 1.62607 -0.09 -0.04 0.14
```
Positions in Å, forces in eV/Å.

Orbital gap ... 7.5 eV
Charge ... -2
HOMO energy ... -0.9593 eV



No. 6
ORCA calculation (ωB97M-V/def2-TZVPD) on a structure of composition C5H8O4 at a distorted geometry.

The geometry in XYZ format:
```
17
Properties=species:S:1:pos:R:3:forces:R:3
O 0.27716 1.20341 -3.35143 -0.16 0.51 1.12
C -0.46338 1.45787 -2.43872 0.04 0.14 -1.88
C 1.13093 0.63340 0.42095 -0.16 -0.85 0.33
O 0.61694 1.73586 1.09081 -0.06 0.31 -0.05
C -0.31211 0.81307 1.73831 -0.32 -0.10 0.04
C 0.31468 -0.30315 0.93733 0.86 0.46 -0.02
C 0.20253 -1.78202 0.93250 -0.47 0.01 0.11
O 1.12152 -2.30598 -0.00129 0.17 0.07 -0.12
H -0.72135 2.48716 -2.12154 0.33 -0.23 0.13
H 1.99472 0.71094 -0.23709 -0.35 -0.01 0.11
H -0.15694 0.80170 2.82516 0.02 0.01 -0.28
H -1.35185 1.07470 1.49878 0.26 -0.02 0.04
H 0.39966 -2.17708 1.94530 -0.02 0.12 -0.16
H -0.83372 -2.06973 0.67738 0.20 0.02 0.01
O -1.15848 0.48957 -1.81037 -0.37 -0.63 0.46
H 1.02824 -3.26073 -0.03462 -0.03 -0.03 0.02
H -2.08854 0.49103 -2.07147 0.05 0.21 0.15
```
Positions in Å, forces in eV/Å.

Orbital gap ... 9.0 eV
HOMO energy ... -8.4399 eV



No. 7
ORCA calculation (ωB97M-V/def2-TZVPD) on the molecule C5H8O4 at a distorted geometry.

The geometry in XYZ format:
```
17
Properties=species:S:1:pos:R:3:forces:R:3
C 0.71909 0.03744 0.22858 -0.05 1.19 1.10
C -0.33442 -0.75794 -0.48892 -3.04 0.31 0.17
C 1.59032 0.90925 -0.65726 0.10 -0.10 -0.17
C -0.20751 0.93891 1.14376 1.95 1.74 -0.37
C -1.86356 0.04523 -0.39590 0.15 -2.94 -1.79
O 1.55551 -0.77580 1.04047 -0.67 -0.06 -0.18
O -0.54887 -1.99251 0.14188 -0.31 0.09 -0.34
O -0.48468 2.10741 0.88752 0.11 -2.18 0.56
O -2.81653 -0.67804 -0.14704 1.49 1.42 0.11
H 1.05093 -1.59082 1.23245 0.28 0.35 -0.07
H -1.50466 -2.20778 0.03674 0.57 0.25 0.21
H -0.19316 -0.86360 -1.56583 0.20 0.01 -0.15
H -0.45643 0.42504 2.08661 -0.50 0.10 0.09
H -1.97590 1.01646 -0.91333 0.07 0.02 0.62
H 2.14836 0.29091 -1.36688 -0.11 -0.01 0.12
H 1.00646 1.64225 -1.21869 -0.05 -0.09 0.13
H 2.31505 1.45357 -0.04417 -0.18 -0.09 -0.03
```
Positions in Å, forces in eV/Å.

Orbital gap ... 9.5 eV
HOMO energy ... -9.6462 eV
SMILES ... C[C@@](O)(C=O)[C@@H](O)C=O



No. 8
ORCA calculation (ωB97M-V/def2-TZVPD) on a cluster of 2 separate species, C5H8O4 in total at a distorted geometry.

The geometry in XYZ format:
```
17
Properties=species:S:1:pos:R:3:forces:R:3
C 0.96675 -1.02712 -1.56031 -0.62 -0.25 1.24
C -0.40964 2.15350 0.10601 0.94 -0.22 -0.52
C -0.94083 0.75947 0.00425 -2.94 1.03 2.09
O -1.59593 0.30760 -0.90897 0.88 -0.14 0.04
H -0.97400 2.70587 0.85535 -0.16 -0.12 -0.02
H 0.81585 -2.00722 -1.99979 0.32 -0.11 -0.02
H 0.23494 -0.37683 -2.03513 -0.02 0.12 0.47
H 1.95192 -0.61274 -1.76162 0.11 -0.21 0.02
H 0.61806 2.10821 0.46240 0.05 0.11 0.05
H -0.44153 2.65152 -0.85933 -0.08 0.03 -0.02
C 0.87213 -1.16455 0.01702 2.27 -0.32 -2.04
C -1.24465 0.09100 1.44095 0.42 0.17 -1.57
O 0.75307 -2.45543 0.36659 -0.39 -0.05 0.02
O 1.21035 -0.30493 0.79558 -0.45 -0.28 -0.14
O -1.09349 0.63723 2.48616 -0.11 0.13 0.16
H 0.99014 -2.56612 1.30157 -0.16 0.24 -0.01
H -1.71315 -0.89945 1.28927 -0.06 -0.16 0.25
```
Positions in Å, forces in eV/Å.

Orbital gap ... 9.6 eV
HOMO energy ... -9.3416 eV
SMILES ... CC(=O)C=O.CC(=O)O



No. 9
ORCA calculation (ωB97M-V/def2-TZVPD) on the molecule C5H8OS at a distorted geometry.

The geometry in XYZ format:
```
15
Properties=species:S:1:pos:R:3:forces:R:3
C 1.78414 0.10858 -0.59007 2.45 0.80 0.98
C 0.10914 -1.32276 0.29106 0.51 -1.16 1.88
C -0.55598 -0.05589 0.64655 0.43 1.67 1.74
C -1.82623 0.78423 0.50088 0.54 -2.15 -1.89
C -0.71694 0.72292 -0.56489 -0.39 1.85 -0.12
H 2.60986 0.15008 -1.33505 -0.67 -0.35 0.33
H 2.30474 0.17957 0.40586 -0.55 0.04 -0.52
H -0.63312 -1.94044 -0.18149 0.01 -0.85 -0.15
H 0.64160 -1.84122 1.17641 -1.05 0.61 -1.21
H 0.00702 0.63206 1.28920 0.46 -0.96 0.28
H -2.75760 0.31121 0.19458 0.16 0.22 -0.05
H -1.91033 1.56810 1.18844 -0.04 1.00 0.79
H -0.95992 0.16248 -1.42551 -0.68 -0.60 -0.69
O 1.09646 -1.05548 -0.69510 -0.36 -1.36 -0.97
S 0.80715 1.59658 -0.90086 -0.82 1.23 -0.36
```
Positions in Å, forces in eV/Å.

Orbital gap ... 9.5 eV
HOMO energy ... -8.4991 eV
SMILES ... C1OC[C@@H]2C[C@H]2S1



No. 10
ORCA calculation (ωB97M-V/def2-TZVPD) on a structure of composition C5H8OS at a distorted geometry.

The geometry in XYZ format:
```
15
Properties=species:S:1:pos:R:3:forces:R:3
C 1.10680 1.76265 1.88798 2.07 0.62 2.80
C 0.16503 1.46547 0.80639 -0.77 3.53 -0.29
C 0.31502 0.65271 -0.43456 1.68 0.73 -1.92
C 0.20840 -1.47968 -1.21464 0.17 -2.27 -1.63
C -0.24323 0.07173 0.74506 -2.80 -3.88 -0.51
H 1.67061 0.79616 2.23919 -1.20 1.81 -0.44
H 1.96882 2.48608 1.64517 -1.56 -0.88 0.00
H 0.51169 2.24176 2.77046 1.23 -1.04 -1.32
H -0.60961 2.29341 0.51777 1.68 -1.30 1.09
H -0.46127 1.22977 -0.97432 0.80 -1.53 -1.04
H 0.48751 -2.41797 -0.52205 0.48 2.23 -1.82
H 0.12409 -1.89861 -2.46076 -0.04 1.39 3.97
H 0.42736 -0.53416 1.38837 -0.55 0.13 -0.87
O 1.10491 -0.31312 -1.17852 -1.15 0.25 0.72
S -1.39191 -1.03305 -0.36981 -0.04 0.23 1.26
```
Positions in Å, forces in eV/Å.

Orbital gap ... 9.1 eV
HOMO energy ... -8.3384 eV



No. 11
ORCA calculation (ωB97M-V/def2-TZVPD) on a structure of composition C5H8OS at a distorted geometry.

The geometry in XYZ format:
```
15
Properties=species:S:1:pos:R:3:forces:R:3
C -0.46652 -0.09096 -0.52938 1.58 0.44 -1.73
C 0.44154 0.96951 0.14203 -0.05 -0.01 -0.73
C 1.85190 0.72355 -0.49224 -1.22 0.09 0.41
C 1.89518 -0.78163 -0.30761 -0.30 -1.25 -1.06
C 0.50954 -0.93814 0.33380 -1.23 -1.13 1.53
H -2.13736 0.81261 0.80371 -0.14 -0.17 0.04
H -0.32060 -0.10074 -1.61977 -0.16 -0.45 0.16
H 0.20709 2.00539 0.23707 -0.61 0.67 0.37
H 1.88312 1.04187 -1.52432 0.10 0.23 -0.20
H 2.60976 1.19760 0.09678 0.42 0.51 0.16
H 2.75219 -1.06033 0.33520 -0.69 -0.33 -0.42
H 1.86644 -1.35429 -1.30475 0.46 0.70 1.53
H 0.20964 -1.88685 0.82517 0.20 0.40 -0.69
O 0.37324 0.14725 1.31849 1.72 0.12 0.29
S -2.21537 -0.07045 -0.20479 -0.06 0.17 0.33
```
Positions in Å, forces in eV/Å.

Orbital gap ... 10.0 eV
HOMO energy ... -9.0578 eV



No. 12
ORCA calculation (ωB97M-V/def2-TZVPD) on the molecule C5H8OS at a distorted geometry.

The geometry in XYZ format:
```
15
Properties=species:S:1:pos:R:3:forces:R:3
C 0.55778 -0.96642 -0.47489 -0.66 -0.62 -0.34
C -0.57591 -0.29643 -1.20183 -0.21 0.31 0.49
C -0.82593 1.15619 -0.87251 -0.67 -0.55 -0.22
C -1.22882 -0.05808 1.11136 -0.65 1.77 0.53
C -0.87983 -1.01574 0.06829 1.55 -1.76 -0.23
H 1.10957 0.76840 0.91669 0.18 0.21 0.09
H 0.92015 -1.91590 -0.90532 -0.36 0.60 0.21
H -0.90379 -0.64763 -2.14805 -0.16 -0.34 -0.68
H 0.01894 1.72106 -1.17949 0.82 0.92 -0.09
H -1.71905 1.55674 -1.37422 0.13 -0.25 -0.03
H -2.30284 -0.10016 1.34070 0.21 -0.25 0.24
H -0.63123 -0.08127 2.04347 -0.31 -0.28 -0.40
H -1.28104 -2.01120 0.13616 -0.41 -0.10 -0.22
O -0.98475 1.24460 0.52971 0.33 0.08 0.47
S 1.89897 -0.13525 0.32187 0.20 0.26 0.17
```
Positions in Å, forces in eV/Å.

Orbital gap ... 9.5 eV
HOMO energy ... -8.6483 eV
SMILES ... S[C@H]1[C@H]2COC[C@@H]12



Energy relative to the best compared isomer or geometry (same formula, charge and spin): 356.1; 469.8; 219.9; 216.8; 85.9; 329.8; 217.4; 140.1; 273.0; 557.1; 169.8; 128.3 (kJ/mol)